[1]
Entry from the Open Molecules 2025 dataset: 4 unconnected molecules or ions with the total composition C34H67BFN2O6S in a non-equilibrium geometry (ωB97M-V/def2-TZVPD).

The geometry in XYZ format:
```
112
Properties=species:S:1:pos:R:3:forces:R:3:lowdin_charge:R:1
S -3.1421 0.5313 0.2183 -4.431 -2.218 3.617 0.738
F -2.0270 1.2171 1.1725 -0.814 -0.646 -2.083 -0.141
O -0.0993 0.5342 -0.9947 -0.615 -0.007 -0.900 -0.079
O -1.3648 3.9593 -4.0385 -0.104 -1.232 1.561 0.200
O -3.3677 -0.8010 0.7498 2.119 1.076 -1.325 -0.251
O 1.1617 -0.7718 -4.1597 -0.267 0.355 0.405 0.113
O -0.9653 4.9721 -1.9165 0.372 -1.534 -0.567 0.051
O -4.3729 1.2754 0.3399 2.257 1.198 -1.141 -0.234
N -4.9467 1.2304 -2.6011 1.272 0.032 -1.600 -0.079
N -2.4963 1.5074 -2.3418 0.145 -0.191 -0.177 -0.031
C 8.5622 -6.1740 -1.6820 -0.026 -0.143 -0.076 -0.112
C -0.3353 5.1027 6.7525 -0.152 -0.059 0.024 -0.110
C -1.1069 -0.3862 -1.4000 -0.557 -0.234 0.620 -0.116
C -4.8861 0.4913 -3.9153 -0.362 -0.668 -0.506 -0.095
C 0.4518 5.1240 -1.6846 1.685 1.100 -0.048 -0.228
C -6.7112 -4.1302 4.6197 -0.120 0.004 -0.092 -0.271
C 2.6520 0.0815 -2.4264 0.111 0.857 -0.190 -0.138
C -0.0857 3.9113 5.8362 0.132 0.023 0.045 -0.271
C 0.9566 6.5722 -2.0415 -0.372 -0.319 -0.089 -0.054
C 7.5858 -4.1572 -2.9014 -0.034 0.013 -0.117 -0.228
C 0.9113 4.2064 4.7150 -0.040 -0.075 -0.057 -0.228
C -0.8493 5.0449 3.0207 0.135 0.095 -0.110 -0.257
C 6.3575 -3.9694 -2.0077 0.037 -0.046 0.085 -0.235
C 8.0968 -5.5939 -3.0125 0.103 0.087 0.066 -0.270
C 2.8719 -1.0658 -1.5710 1.432 1.951 -0.165 -0.013
C -6.3650 -3.3853 3.3302 0.044 0.103 0.041 -0.230
C 4.6377 1.2813 -1.5292 -1.319 -1.296 -0.129 -0.054
C 4.0128 -1.0212 -0.6694 -0.840 0.942 -1.098 -0.059
C -2.5651 0.2731 -1.5082 2.109 -1.097 0.338 -0.198
C 4.5887 -4.4459 -3.7830 -0.081 -0.149 0.001 -0.109
C 4.8749 0.1458 -0.6414 -1.343 0.076 -1.194 -0.057
C -5.2492 -4.0152 2.4927 -0.042 -0.093 0.007 -0.229
C -1.4283 2.4360 -1.8076 1.409 0.617 -0.176 -0.050
C -0.0242 1.6903 -1.8353 -0.028 0.544 0.081 -0.229
C -3.8121 2.1792 -2.5966 -2.804 1.576 -0.068 -0.165
C 0.4805 5.2974 3.7311 -0.002 0.062 0.076 -0.226
C 3.5037 1.2758 -2.4499 0.743 -2.060 2.107 -0.020
C 0.5317 1.4176 -3.2861 0.516 0.120 -0.160 -0.031
C 5.1312 -4.7931 -2.4021 -0.008 0.153 0.008 -0.270
C -3.2896 -2.8767 3.6626 0.120 -0.064 0.110 -0.108
C -7.2326 -5.5422 4.3803 0.048 -0.025 0.158 -0.112
C -3.9140 -4.1928 3.2163 -0.001 0.057 -0.126 -0.266
C -0.8392 3.7954 2.1490 -0.188 0.024 0.007 -0.121
C 1.4187 0.1149 -3.3862 0.799 0.225 0.959 -0.339
B -1.2551 3.8135 -2.6561 -0.130 2.025 -0.123 -0.557
H 8.3922 -3.5233 -2.5163 -0.017 -0.036 -0.013 0.110
H -6.4821 -6.1749 3.9016 -0.054 0.002 -0.009 0.065
H 5.3008 2.1721 -1.4833 -0.513 -0.872 -0.047 0.104
H -6.0956 -2.3545 3.5818 0.010 -0.021 -0.035 0.100
H -1.6647 4.9798 3.7458 0.032 -0.007 -0.001 0.104
H -0.6775 2.8914 2.7392 0.031 0.016 -0.060 0.068
H -5.5793 -4.9890 2.1190 -0.018 0.014 0.010 0.101
H 7.3290 -6.2407 -3.4468 -0.007 0.037 -0.013 0.099
H 0.7503 4.9461 -0.6123 -0.719 -0.116 -0.919 0.123
H -1.0719 5.9094 2.3869 -0.029 -0.008 0.066 0.106
H 1.2295 2.2680 -3.5361 -0.845 -0.708 0.184 0.125
H -3.8450 0.4215 -4.3276 -0.724 0.084 0.421 0.078
H 6.0865 -2.9076 -2.0146 -0.020 -0.003 -0.010 0.094
H 0.5223 7.2976 -1.3110 0.309 -0.505 -0.713 0.088
H 8.9389 -5.6074 -3.7110 -0.077 -0.003 -0.017 0.106
H 5.3562 -5.8622 -2.3525 0.019 0.034 0.025 0.101
H 3.6939 -5.0352 -3.9960 0.023 0.057 -0.057 0.070
H -2.3230 -3.0607 4.1377 -0.028 0.068 0.004 0.071
H 7.3668 -3.7839 -3.9067 -0.014 0.015 0.038 0.102
H -1.6057 2.7343 -0.7416 -0.338 -0.519 -0.912 0.160
H 2.0722 6.6244 -1.9712 -0.912 -0.178 0.072 0.087
H 5.3161 -4.6603 -4.5683 -0.028 0.049 0.013 0.068
H -5.2451 -0.5693 -3.8046 0.225 1.118 -0.046 0.100
H 0.3079 3.0866 6.4377 -0.042 -0.007 -0.065 0.106
H -3.8506 2.7198 -3.5890 1.097 -0.493 0.887 0.156
H 1.8663 4.5031 5.1601 -0.021 -0.013 0.000 0.111
H -5.0907 -3.3913 1.6062 0.026 0.005 0.013 0.100
H -5.4985 1.0020 -4.7123 0.585 -0.535 0.766 0.104
H -3.1251 -2.2139 2.8097 -0.060 -0.005 0.067 0.046
H 0.5952 5.4444 7.2116 -0.030 0.028 -0.038 0.078
H 4.3427 -4.6123 -1.6633 0.035 -0.061 0.018 0.096
H -0.0546 3.8575 1.3875 0.057 -0.044 0.050 0.061
H -4.0108 2.9625 -1.8169 0.522 -0.927 -0.427 0.165
H -4.0306 -4.8563 4.0780 -0.033 0.002 -0.038 0.100
H 4.1577 -1.9080 -0.0084 0.149 1.037 -0.537 0.111
H -0.2386 1.4094 -4.1016 0.557 -0.308 0.622 0.121
H 0.4226 6.2575 4.2521 0.011 -0.039 -0.011 0.104
H -0.7828 5.9407 6.2138 0.041 0.007 0.039 0.066
H -1.5430 3.0941 -4.4454 0.113 0.603 -0.306 0.093
H -3.2183 -4.6951 2.5364 -0.038 -0.041 0.045 0.103
H -0.8738 -0.9430 -2.3492 -0.140 0.660 0.631 0.150
H -1.7986 3.6875 1.6358 0.024 -0.006 0.020 0.059
H 8.9529 -7.1836 -1.8272 -0.001 0.046 0.079 0.071
H -3.9180 -2.3569 4.3888 0.023 0.017 -0.042 0.070
H 1.2686 5.4130 2.9778 -0.030 0.009 0.005 0.106
H 1.0345 4.4050 -2.3226 -0.447 0.447 0.448 0.113
H -3.2070 -0.5376 -1.9464 0.053 1.165 0.688 0.169
H -7.4804 -3.5612 5.1509 0.075 0.010 0.004 0.105
H 3.3099 2.1445 -3.1229 0.219 -0.955 0.646 0.109
H -5.8438 -4.1667 5.2851 0.006 0.032 -0.026 0.099
H 1.1107 3.2797 4.1679 0.020 0.011 -0.010 0.099
H 4.3173 -3.3884 -3.8423 0.047 -0.006 -0.033 0.067
H -7.2649 -3.3158 2.7089 0.016 -0.013 0.037 0.109
H 5.7255 0.1888 0.0694 -0.716 -0.083 -0.631 0.107
H 0.6764 6.8576 -3.0905 0.117 -0.280 1.026 0.091
H -1.0357 3.5602 5.4214 0.028 -0.006 -0.019 0.098
H -2.1417 1.2073 -3.2682 -0.159 -0.177 0.476 0.166
H -1.1999 -1.1316 -0.5610 0.189 0.580 -0.967 0.153
H -8.1252 -5.5268 3.7501 0.051 -0.024 -0.017 0.075
H -7.5010 -6.0109 5.3296 -0.012 -0.037 -0.083 0.071
H 6.6214 -4.2052 -0.9721 0.021 0.003 -0.011 0.101
H -5.7867 1.8080 -2.7001 0.296 -0.193 0.739 0.129
H -1.0228 4.8244 7.5537 0.044 0.073 -0.001 0.072
H 7.7450 -6.2380 -0.9604 0.051 0.012 0.010 0.065
H 2.1630 -1.9231 -1.6286 0.809 0.751 0.135 0.122
H 0.6970 2.3999 -1.3439 -0.719 -0.919 -0.196 0.165
H 9.3596 -5.5653 -1.2488 -0.053 -0.006 0.024 0.076
```
Positions in Å, forces in eV/Å.

Calculated values
gap between HOMO and LUMO: 8.66 eV
HOMO energy: -11.948 eV
total charge: +1

=====

[2]
Entry from the Open Molecules 2025 dataset: 2 unconnected molecules or ions with the total composition C5H16N2O in a non-equilibrium geometry (ωB97M-V/def2-TZVPD).

The geometry in XYZ format:
```
24
Properties=species:S:1:pos:R:3:forces:R:3:lowdin_charge:R:1
O -4.4947 -0.6924 -0.4840 0.533 -0.577 -0.329 -0.072
N -0.8588 1.5268 1.3307 -0.337 -0.193 -0.877 -0.142
N 2.4546 -0.3328 -2.3109 0.134 0.554 -0.107 -0.006
C 1.6596 -0.8736 -1.2347 -0.294 -0.049 0.322 -0.309
C 1.0503 -0.1100 1.1160 0.059 0.524 -0.275 -0.208
C 2.1739 -0.5190 0.1744 0.489 -1.206 -0.035 -0.213
C 0.4176 1.2450 0.7284 0.169 -0.135 0.925 -0.245
C -2.0187 0.7439 0.9436 -0.418 1.617 1.069 -0.142
H -5.0241 -1.3472 -0.9563 -0.160 0.184 0.110 0.036
H -3.5917 -1.0299 -0.6270 -0.392 0.392 0.213 0.031
H 1.0970 1.9922 1.1403 0.149 0.206 -0.393 0.116
H -0.8694 2.0034 2.2054 0.013 -0.139 0.286 0.094
H -2.8445 1.0347 1.6071 0.282 -0.514 0.414 0.083
H 0.3820 1.3720 -0.3565 -0.071 -0.003 -0.023 0.108
H 1.3990 -0.0115 2.1389 0.213 -0.047 0.222 0.103
H 0.3276 -0.9288 1.1517 -0.202 0.085 -0.227 0.099
H 2.5941 -1.4520 0.5719 -0.026 0.029 0.123 0.098
H 1.5680 -1.9546 -1.2645 0.037 -0.459 -0.197 0.099
H -2.4778 1.1524 0.0343 0.611 -0.883 -0.634 0.075
H 3.0748 0.1027 0.1120 -0.595 0.614 0.025 0.109
H 1.9167 -0.1832 -3.1471 -0.031 -0.083 -0.166 0.058
H 0.6336 -0.5309 -1.3729 0.005 0.280 0.092 0.100
H 3.2683 -0.8760 -2.5367 0.161 -0.201 -0.010 0.062
H -1.8373 -0.3311 1.0360 -0.330 0.004 -0.530 0.068
```
Positions in Å, forces in eV/Å.

Calculated values
gap between HOMO and LUMO: 8.80 eV
HOMO energy: -8.063 eV

=====

[3]
Entry from the Open Molecules 2025 dataset: a molecular structure, C2H2O2Pb in a non-equilibrium geometry (ωB97M-V/def2-TZVPD).

The geometry in XYZ format:
```
7
Properties=species:S:1:pos:R:3:forces:R:3:lowdin_charge:R:1
Pb 0.6590 -0.8382 -1.2377 2.041 -0.167 -0.014 1.646
O -0.9753 -0.2626 -0.2076 -1.557 -0.191 0.033 -0.376
O 1.3842 0.7199 0.6446 -0.878 -0.772 -0.177 -0.151
C 0.3040 1.1877 1.1157 0.405 0.787 -1.070 -0.207
C -0.9379 0.7798 0.5431 -0.064 1.422 0.446 -0.210
H 0.3157 2.0935 1.7426 0.139 -0.552 0.120 0.149
H -1.7444 1.5168 0.4330 -0.087 -0.527 0.662 0.149
```
Positions in Å, forces in eV/Å.

Calculated values
gap between HOMO and LUMO (alpha / beta): 7.02 / 8.87 eV
HOMO energy (alpha / beta): -13.171 / -15.396 eV
total charge: +1
⟨S²⟩: 0.756
2S+1: 2

=====

[4]
Entry from the Open Molecules 2025 dataset: a molecular structure, C20H51N4O7S3 in a non-equilibrium geometry (ωB97M-V/def2-TZVPD).

The geometry in XYZ format:
```
85
Properties=species:S:1:pos:R:3:forces:R:3:lowdin_charge:R:1
S -1.5238 3.5616 0.0013 -1.582 2.042 0.077 0.198
S -0.2727 2.4847 -1.3238 0.325 -0.871 0.409 0.554
S 0.3002 4.2473 1.9601 -0.219 0.071 0.870 0.499
O -3.5884 0.3934 -2.1021 -0.112 -0.052 -0.245 -0.189
O -2.2328 2.6217 0.8188 0.845 -1.066 0.316 -0.359
O 0.5910 2.8329 2.0208 0.219 -0.274 -0.696 -0.364
O -0.3295 -3.8356 1.9452 0.073 0.012 0.131 -0.208
O -0.1521 4.8061 3.2075 -0.204 0.436 0.312 -0.346
O 2.6194 -2.3608 -1.4105 0.040 0.024 -0.092 -0.196
O -2.4241 4.2662 -0.8805 0.300 0.346 -0.712 -0.415
N 3.7579 -4.2450 0.4343 -0.090 0.080 0.073 0.046
N -3.1506 -3.7474 1.3324 0.123 -0.161 -0.126 0.042
N -5.2873 1.7026 -0.1792 0.095 0.170 -0.031 0.053
N -0.7351 4.6959 0.8030 0.861 -1.174 -0.332 -0.350
C -1.1966 -4.8496 2.4065 -0.003 -0.261 -0.078 -0.216
C 1.7852 -3.2775 -0.7320 -0.157 0.066 0.237 -0.200
C 2.7624 -5.5634 -1.3530 -0.068 -0.115 0.004 -0.072
C 3.7951 4.6165 -0.7352 -0.188 -0.289 -0.938 -0.195
C 3.6083 2.2681 0.1375 -0.534 0.196 -0.707 -0.251
C 3.6231 0.7660 -0.0681 -0.083 -0.214 1.488 -0.239
C -2.9708 -3.5766 3.7508 -0.043 -0.064 0.116 -0.070
C 2.4260 5.3223 -0.8473 0.307 0.175 0.284 -0.198
C -5.4714 1.9362 -1.6111 -0.089 -0.323 0.054 -0.428
C -2.6700 -4.4386 2.5288 0.049 0.295 0.066 -0.439
C 2.8475 -2.6164 -2.7788 0.077 0.091 0.067 -0.106
C 0.1161 -2.9226 2.9367 0.019 0.100 -0.179 -0.087
C 1.9359 6.0090 0.4228 -0.050 -0.112 -0.025 -0.234
C -6.7013 1.1626 -2.0839 -0.098 0.106 -0.102 -0.082
C 3.1691 0.0770 1.2500 0.462 -0.304 -0.237 -0.094
C 3.7823 3.1181 -1.1239 -0.065 0.235 1.171 -0.198
C -4.1454 -0.7223 -2.7561 0.180 -0.035 0.151 -0.123
C 2.4945 -4.5462 -0.2474 0.176 -0.050 -0.200 -0.429
C -4.2000 1.6351 -2.4147 0.173 0.325 0.089 -0.200
C 1.8621 5.1263 1.6683 0.070 0.665 -0.391 -0.227
H 1.9701 5.7672 2.5369 -0.220 -0.034 0.217 0.088
H -0.8220 -5.2673 3.3516 -0.047 0.059 0.048 0.118
H 2.9277 0.4353 -0.8314 0.218 0.162 -0.492 0.094
H 4.3058 -3.6539 -0.1855 0.032 -0.035 -0.018 0.068
H 0.2509 -3.4170 3.9034 -0.035 -0.013 0.008 0.091
H 1.8267 -5.0178 0.4786 -0.052 0.090 0.032 0.126
H -5.6797 3.0010 -1.7505 0.085 0.032 -0.017 0.137
H 1.6755 4.6297 -1.1933 -0.280 -0.349 -0.055 0.055
H -4.9254 0.7602 -0.0655 -0.019 -0.028 0.026 0.070
H -4.4857 -0.4700 -3.7666 -0.040 -0.001 -0.003 0.085
H 2.5772 6.8724 0.6054 0.194 -0.024 0.271 0.106
H 4.7052 2.8559 -1.6373 0.013 -0.115 -0.243 0.102
H -3.0481 -4.3624 0.5303 -0.102 -0.006 -0.011 0.068
H 4.6410 0.4248 -0.2445 0.029 -0.065 -0.635 0.099
H 3.0122 -6.5319 -0.9191 0.044 0.017 0.026 0.071
H 3.5666 -3.6497 1.2354 -0.001 -0.063 0.050 0.065
H -6.7868 1.1799 -3.1741 0.014 -0.026 0.009 0.071
H -0.5707 -2.0816 3.0437 -0.009 -0.008 0.098 0.086
H -4.9771 -1.1486 -2.1901 -0.108 -0.035 -0.069 0.072
H 3.0671 -1.6619 -3.2572 -0.032 0.019 0.020 0.087
H -3.3662 -1.4839 -2.8302 0.004 0.027 -0.007 0.082
H 2.9054 2.9154 -1.7314 0.109 -0.060 -0.549 0.088
H 3.6001 -5.2687 -1.9854 -0.005 0.066 -0.004 0.062
H 0.9414 6.4155 0.2652 -0.152 0.088 -0.191 0.095
H 2.5163 6.0942 -1.6104 -0.159 0.049 -0.164 0.104
H 1.8836 -5.6961 -1.9877 0.004 0.021 -0.012 0.076
H 4.2152 4.7026 0.2626 0.130 0.200 0.143 0.095
H 3.7112 -3.2719 -2.9272 -0.070 -0.083 -0.065 0.074
H -4.5313 2.2959 0.1591 -0.030 0.010 0.026 0.050
H -7.6058 1.6091 -1.6696 0.012 -0.006 0.056 0.068
H -3.2447 -5.3651 2.6312 0.054 -0.049 -0.027 0.131
H 3.9583 -0.5712 1.6325 0.086 -0.066 0.083 0.057
H 1.9670 -3.0553 -3.2588 0.005 -0.042 0.001 0.090
H -3.4663 2.4008 -2.1611 0.076 -0.065 0.070 0.091
H 0.9009 -3.5198 -1.3365 0.053 -0.050 -0.064 0.125
H -2.5145 -2.9775 1.1388 -0.109 0.095 0.051 0.075
H 2.9485 0.8012 2.0267 -0.244 0.102 0.076 0.065
H -1.1326 -5.6459 1.6583 0.022 0.035 -0.032 0.119
H 1.4257 -2.7388 0.1467 -0.005 0.021 -0.011 0.102
H -4.0448 -3.5458 3.9305 -0.018 0.024 -0.051 0.074
H 2.3076 -0.5642 1.0881 -0.248 0.086 0.045 0.049
H 2.6797 4.4186 1.7190 -0.054 -0.409 -0.086 0.072
H -4.3798 1.7086 -3.4981 -0.102 -0.104 0.014 0.118
H 4.4645 5.1124 -1.4372 0.239 0.198 0.175 0.095
H -2.6392 -2.5479 3.6161 0.043 -0.001 -0.041 0.070
H -0.0173 3.4527 -2.2075 -0.278 0.368 0.135 -0.172
H -6.6782 0.1228 -1.7571 0.056 -0.009 0.004 0.059
H 2.6226 2.5183 0.5276 -0.132 0.053 0.255 0.080
H -2.4907 -3.9785 4.6459 0.018 0.011 -0.007 0.076
H 4.3326 2.5741 0.8933 0.189 -0.133 0.108 0.117
H 1.0764 -2.5236 2.6093 0.011 -0.023 -0.017 0.074
```
Positions in Å, forces in eV/Å.

Calculated values
gap between HOMO and LUMO: 8.42 eV
HOMO energy: -6.072 eV
total charge: -1